DFT (ωB97M-V/def2-TZVPD) results for a single C4H6N2S2 molecule in a non-equilibrium geometry.

Values from the calculation:
Lowest unoccupied orbital energy in eV: -0.499
Relative energy (zero: lowest compared OMol25 entry of this formula, charge and spin) in kcal per mole: 31.0
Molar mass in g mol⁻¹: 146.24
Gap between HOMO and LUMO in eV: 8.2

Last columns: bonded neighbours and bond lengths (Å).
CARTESIAN COORDINATES (ANGSTROEM)
1 H 1.488 1.188 2.554  N2 0.995
2 N 1.193 1.718 1.765  H1 0.995, C3 1.280
3 C 0.792 0.897 0.869  N2 1.280, C4 1.543, N8 1.386
4 C 0.594 -0.620 1.067  C3 1.543, C5 1.471, H10 1.099, H11 1.107
5 C -0.205 -1.179 -0.034  C4 1.471, S6 1.636, S7 1.723
6 S -0.953 -2.627 -0.168  C5 1.636
7 S -0.553 0.081 -1.156  C5 1.723, N8 1.759
8 N 0.519 1.276 -0.437  C3 1.386, S7 1.759, C9 1.495
9 C 0.221 2.734 -0.576  N8 1.495, H12 1.098, H13 1.096, H14 1.115
10 H 0.117 -0.769 2.046  C4 1.099
11 H 1.603 -1.076 1.091  C4 1.107
12 H 0.964 3.338 -0.038  C9 1.098
13 H 0.243 3.026 -1.632  C9 1.096
14 H -0.724 3.080 -0.096  C9 1.115